Record 1
5 unconnected molecules or ions with the total composition C4H16N2O6 at a distorted geometry, computed with the ωB97M-V functional and the def2-TZVPD basis.

Results
SMILES: CNCC(=O)NC=O.O.O.O.O
Maximum force (hartree/bohr): 0.046
Orbital gap (Ha): 0.3595
Relative energy (zero: lowest compared OMol25 entry of this formula, charge and spin) (kcal per mole): 36.9
E_tot (eV): -19672.2506
Charge: 0

```
28
C4H16N2O6 the ωB97M-V functional and the def2-TZVPD basis
O -0.352 1.286 -0.500
C 0.417 1.170 0.459
N 1.712 0.820 0.129
C 2.103 0.547 -1.228
O 3.259 0.645 -1.528
C 0.137 1.434 1.902
N -0.125 0.197 2.653
C -1.494 -0.280 2.580
H 2.475 0.720 0.782
H 1.323 0.551 -1.972
H 1.006 1.856 2.435
H -0.612 2.227 2.027
H 0.572 -0.493 2.402
H -1.762 -1.026 3.351
H -1.838 -0.750 1.630
H -2.223 0.525 2.770
H -0.626 -3.445 0.597
H -1.501 -2.468 -0.198
O -0.621 -2.578 0.180
H -0.942 0.264 -1.870
H -1.212 0.626 -3.327
O -1.207 -0.125 -2.727
H -3.069 1.066 0.421
H -3.199 1.197 -1.155
O -3.640 0.944 -0.343
H 1.350 -1.999 -0.445
H 0.896 -2.856 -1.609
O 1.576 -2.788 -0.941
```

=====

Record 2
2 unconnected molecules or ions with the total composition C4H16N3 at a distorted geometry, computed with the ωB97M-V functional and the def2-TZVPD basis.

Results
Multiplicity: 2
Maximum force (hartree/bohr): 0.054
Orbital gap (spin up / spin down) (Ha): 0.3845 / 0.1686
Relative energy (zero: lowest compared OMol25 entry of this formula, charge and spin) (kcal per mole): 6.8
E_tot (eV): -8858.8627
Charge: +2

```
23
C4H16N3 the ωB97M-V functional and the def2-TZVPD basis
C 2.319 0.155 0.545
N 3.500 -0.195 -0.216
C 1.344 0.997 -0.326
N 0.063 1.253 0.402
H 2.606 0.696 1.446
H 1.797 -0.769 0.839
H 4.381 -0.028 0.298
H 3.544 -1.127 -0.649
H 1.087 0.492 -1.255
H 1.784 1.965 -0.557
H -0.525 1.910 -0.125
H -0.517 0.329 0.562
H 0.227 1.684 1.319
C -3.329 -0.167 -0.734
C -2.125 -1.089 -0.576
N -1.517 -0.941 0.784
H -3.028 0.879 -0.799
H -3.864 -0.436 -1.642
H -4.002 -0.315 0.110
H -2.429 -2.122 -0.745
H -1.359 -0.919 -1.345
H -2.302 -0.798 1.409
H -1.067 -1.807 1.048
```

=====

Record 3
3 unconnected molecules or ions with the total composition C4H16N3O at a distorted geometry, computed with the ωB97M-V functional and the def2-TZVPD basis.

Results
Maximum force (hartree/bohr): 0.063
Orbital gap (Ha): 0.1975
Relative energy (zero: lowest compared OMol25 entry of this formula, charge and spin) (kcal per mole): 164.0
E_tot (eV): -10912.7454
Charge: +1

```
24
C4H16N3O the ωB97M-V functional and the def2-TZVPD basis
N 0.382 -0.791 0.519
C 0.136 0.518 0.062
C -0.390 0.600 -1.368
C -1.360 -0.662 -1.528
N -2.343 -0.536 -0.469
C 1.509 1.372 0.205
N 1.694 1.646 1.604
H -2.086 -1.250 0.193
H -2.127 -1.168 3.131
H -0.059 -0.925 1.440
H -0.636 1.044 0.640
H 0.418 0.519 -2.089
H -0.915 1.551 -1.517
H -0.681 -1.511 -1.331
H -1.826 -0.675 -2.509
H -2.225 -1.042 3.854
H -3.302 -0.657 -0.774
H 2.241 0.886 -0.454
H 1.190 2.313 -0.250
H 2.402 2.273 1.948
H 1.586 0.789 2.127
H 2.714 -1.766 -1.655
H 1.667 -1.337 -0.432
O 2.012 -1.190 -1.347
```

=====

Record 4
2 unconnected molecules or ions with the total composition C4H16N4O at a distorted geometry, computed with the ωB97M-V functional and the def2-TZVPD basis.

Results
SMILES: CN(C)NN.CCNO
Maximum force (hartree/bohr): 0.075
Orbital gap (Ha): 0.3526
Relative energy (zero: lowest compared OMol25 entry of this formula, charge and spin) (kcal per mole): 74.3
E_tot (eV): -12410.3168
Charge: 0

```
25
C4H16N4O the ωB97M-V functional and the def2-TZVPD basis
C -2.336 -0.872 0.921
C -2.514 -0.911 -0.589
N -1.877 0.566 1.037
O -0.953 0.791 2.103
H -0.106 0.465 1.714
H -2.663 1.172 1.272
H -3.247 -1.063 1.497
H -1.482 -1.476 1.233
H -3.522 -0.637 -0.886
H -1.849 0.215 -0.570
H -2.274 -1.887 -1.006
C 1.252 1.871 -0.469
C 2.104 0.004 -1.742
N 1.849 0.546 -0.416
N 1.017 -0.315 0.372
N 1.730 -1.297 1.094
H 0.335 -0.803 -0.219
H 2.410 -1.786 0.511
H 2.244 -0.825 1.832
H 1.187 -0.075 -2.347
H 0.284 1.880 -0.990
H 1.937 2.543 -0.985
H 1.103 2.232 0.547
H 2.555 -0.986 -1.653
H 2.813 0.648 -2.261
```

=====

Record 5
2 unconnected molecules or ions with the total composition C4H16N6 at a distorted geometry, computed with the ωB97M-V functional and the def2-TZVPD basis.

Results
Maximum force (hartree/bohr): 0.090
Orbital gap (Ha): 0.3963
Relative energy (zero: lowest compared OMol25 entry of this formula, charge and spin) (kcal per mole): 80.6
E_tot (eV): -13331.3609
Charge: +2

```
26
C4H16N6 the ωB97M-V functional and the def2-TZVPD basis
C -1.191 -1.945 0.208
C -1.581 -0.098 1.844
N -1.961 -0.839 0.826
N -0.520 -0.609 2.672
N -2.061 1.053 2.238
H -2.765 -0.754 0.129
H -0.521 -0.656 3.650
H 0.338 -0.897 2.164
H -2.599 1.643 1.679
H -1.465 1.682 2.922
H -0.183 -1.842 -0.095
H -1.649 -2.253 -0.786
H -0.887 -2.848 0.929
C 0.677 2.296 -1.093
C 1.714 0.023 -1.668
N 1.686 1.251 -0.877
N 1.121 0.012 -2.883
N 1.983 -1.195 -1.074
H 2.726 1.533 -0.725
H 0.857 0.847 -3.456
H 0.950 -0.850 -3.319
H 2.127 -1.158 -0.046
H 2.386 -1.888 -1.685
H 0.657 2.875 -2.131
H 0.916 3.177 -0.329
H -0.341 2.027 -0.963
```

=====

Record 6
A molecular structure, C4H16N8O4Ti at a distorted geometry, computed with the ωB97M-V functional and the def2-TZVPD basis.

Results
Multiplicity: 4
Maximum force (hartree/bohr): 0.052
Orbital gap (spin up / spin down) (Ha): 0.1929 / 0.3690
Relative energy (zero: lowest compared OMol25 entry of this formula, charge and spin) (kcal per mole): 0.0
E_tot (eV): -47630.8176
Charge: +1

```
33
C4H16N8O4Ti the ωB97M-V functional and the def2-TZVPD basis
Ti -12.062 -23.546 3.788
C -11.249 -25.015 1.156
O -11.203 -23.925 1.761
N -10.156 -25.631 0.664
N -12.418 -25.586 0.783
H -10.238 -26.556 0.296
H -9.286 -25.159 0.847
H -12.540 -26.406 0.221
H -13.233 -25.279 1.297
C -13.509 -21.005 4.024
O -14.540 -21.216 4.636
N -13.108 -21.512 2.836
N -12.457 -20.322 4.623
H -12.190 -21.259 2.505
H -13.699 -22.015 2.193
H -11.933 -19.623 4.123
H -12.419 -20.233 5.621
C -10.282 -23.006 6.324
O -11.359 -23.570 6.043
N -9.063 -23.415 5.951
N -10.324 -21.929 7.175
H -8.367 -22.704 6.099
H -8.886 -24.232 5.399
H -11.158 -21.679 7.671
H -9.463 -21.499 7.463
C -14.140 -26.196 4.240
O -13.772 -25.200 3.604
N -13.628 -26.466 5.467
N -15.064 -27.094 3.820
H -13.988 -27.258 5.962
H -12.982 -25.806 5.864
H -15.330 -27.871 4.395
H -15.419 -27.130 2.882
```